(1)
C18H32N5O5PdSSbSe4 | ωB97M-V with the def2-TZVPD basis set

As for the net charge: 0. The calculation puts the LUMO energy at -0.89 eV. The value obtained for the largest force on an atom is 0.6 eV/A. The relative energy (zero: lowest compared OMol25 entry of this formula, charge and spin) comes out at 0.000 eV. Its total energy is -319114.01923 eV. For the highest occupied orbital energy, the calculation gives -0.2913 hartree.

Geometry as XYZ:
```
67
C18H32N5O5PdSSbSe4, DFT ωB97M-V with the def2-TZVPD basis set
Pd -1.321 0.573 -0.967
C -1.099 3.017 -2.664
C -1.128 3.325 -1.166
N -2.066 2.407 -0.490
C -3.496 2.611 -0.839
C -4.321 1.319 -0.894
N -3.693 0.262 -1.662
C -3.631 0.309 -3.106
C -2.710 1.403 -3.663
N -1.429 1.598 -2.944
H -1.791 3.665 -3.206
H -0.100 3.226 -3.042
H -0.149 3.125 -0.733
H -1.392 4.371 -0.978
H -1.920 2.459 0.515
H -3.951 3.292 -0.115
H -3.525 3.117 -1.801
H -4.438 0.937 0.121
H -5.321 1.590 -1.267
H -3.976 -0.648 -1.335
H -3.244 -0.660 -3.426
H -4.616 0.447 -3.576
H -2.493 1.144 -4.702
H -3.245 2.352 -3.683
H -0.679 1.190 -3.503
Se 0.366 -0.174 -5.328
Sb 0.972 -1.348 -3.348
Se -0.498 -1.667 -1.408
Se 2.055 -3.612 -3.640
Se 3.392 -1.768 -2.820
C 4.648 -1.384 1.135
C 3.482 -1.931 1.912
C 3.511 -1.959 3.306
C 2.466 -2.505 4.030
C 1.372 -3.027 3.352
C 1.321 -3.010 1.965
C 2.375 -2.457 1.252
S -0.009 -3.634 4.276
O 0.459 -4.060 5.562
O -0.744 -4.500 3.406
N -0.954 -2.328 4.571
C -1.468 -1.554 3.441
C -0.614 -0.330 3.123
C -0.867 0.240 1.744
O -1.874 -0.179 1.097
O -0.072 1.087 1.283
H 5.102 -0.532 1.645
H 4.342 -1.084 0.133
H 5.424 -2.145 1.023
H 4.372 -1.560 3.829
H 2.496 -2.544 5.111
H 0.470 -3.435 1.450
H 2.335 -2.437 0.169
H -0.636 -1.808 5.378
H -2.499 -1.267 3.643
H -1.504 -2.221 2.581
H 0.447 -0.582 3.161
H -0.770 0.465 3.858
C 3.724 1.638 -2.098
C 2.405 1.339 -1.430
N 2.414 1.166 -0.105
O 1.362 1.288 -2.090
H 4.583 1.363 -1.487
H 3.768 2.709 -2.303
H 3.763 1.121 -3.055
H 3.278 1.193 0.406
H 1.540 1.002 0.400
```

These are the Löwdin partial charges, in e, on atoms 1 to 5: Pd 0.676; C -0.177; C -0.170; N -0.150; C -0.151

=====

(2)
C5H7NO | ωB97M-V with the def2-TZVPD basis set

As for the net charge: 0. The calculation puts the LUMO energy at 0.97 eV. The value obtained for the largest force on an atom is 0.2 eV/A. The relative energy (zero: lowest compared OMol25 entry of this formula, charge and spin) comes out at 0.787 eV. Its total energy is -8835.41594 eV. The SMILES is Cc1cocc1N. For the highest occupied orbital energy, the calculation gives -0.2949 hartree.

Geometry as XYZ:
```
14
C5H7NO, DFT ωB97M-V with the def2-TZVPD basis set
C 0.580 -1.058 -1.378
C 0.533 -0.210 -0.145
C 1.560 0.189 0.646
O 1.127 0.929 1.688
C -0.230 1.024 1.562
C -0.649 0.344 0.463
N -1.951 0.115 -0.007
H 1.606 -1.356 -1.613
H 0.187 -0.528 -2.255
H -0.015 -1.970 -1.257
H 2.626 0.024 0.594
H -0.735 1.591 2.331
H -2.004 0.159 -1.017
H -2.636 0.746 0.388
```

These are the Löwdin partial charges, in e, on atoms 1 to 5: C -0.049; C -0.226; C -0.092; O -0.010; C -0.077

=====

Copy entry 2 word for word.
C5H7NO | ωB97M-V with the def2-TZVPD basis set

As for the net charge: 0. The calculation puts the LUMO energy at 0.97 eV. The value obtained for the largest force on an atom is 0.2 eV/A. The relative energy (zero: lowest compared OMol25 entry of this formula, charge and spin) comes out at 0.787 eV. Its total energy is -8835.41594 eV. The SMILES is Cc1cocc1N. For the highest occupied orbital energy, the calculation gives -0.2949 hartree.

Geometry as XYZ:
```
14
C5H7NO, DFT ωB97M-V with the def2-TZVPD basis set
C 0.580 -1.058 -1.378
C 0.533 -0.210 -0.145
C 1.560 0.189 0.646
O 1.127 0.929 1.688
C -0.230 1.024 1.562
C -0.649 0.344 0.463
N -1.951 0.115 -0.007
H 1.606 -1.356 -1.613
H 0.187 -0.528 -2.255
H -0.015 -1.970 -1.257
H 2.626 0.024 0.594
H -0.735 1.591 2.331
H -2.004 0.159 -1.017
H -2.636 0.746 0.388
```

These are the Löwdin partial charges, in e, on atoms 1 to 5: C -0.049; C -0.226; C -0.092; O -0.010; C -0.077

=====

Number 2 is which compound?
C5H7NO

=====

What is the relative energy (zero: lowest compared OMol25 entry of this formula, charge and spin) in the first record?
0.000 eV

=====

What is the net charge in the first record?
0